[1]
Computed, not measured: C20H39N7O2S3Se2Tc as an isolated structure at a distorted geometry, with the ωB97M-V functional and the def2-TZVPD basis.

Summary:
HOMO (spin up / spin down), eV: -12.190 / -12.269
2S+1: 2
Total charge: +2
Energy above the lowest of the compared OMol25 structures with the same formula, charge and spin, eV: 0.353
HOMO-LUMO gap (spin up / spin down), eV: 6.433 / 6.457

Structure (XYZ):
```
74
C20H39N7O2S3Se2Tc (the ωB97M-V functional and the def2-TZVPD basis)
Tc 0.391 -0.236 0.364
C 2.736 0.277 6.208
S 3.663 -0.093 4.710
C 2.454 -0.218 3.460
S 0.833 0.478 3.857
N 2.884 -0.787 2.401
N 2.166 -0.953 1.208
C 2.818 -1.645 0.373
C 2.124 -2.146 -0.827
C 2.759 -2.959 -1.744
C 2.023 -3.499 -2.786
C 0.670 -3.221 -2.856
C 0.103 -2.376 -1.917
N 0.816 -1.816 -0.927
H 3.486 0.243 6.999
H 1.990 -0.488 6.410
H 2.296 1.269 6.180
H 3.850 -1.912 0.593
H 3.817 -3.166 -1.629
H 2.495 -4.136 -3.527
H 0.052 -3.648 -3.638
H -0.945 -2.109 -1.952
O -2.232 4.938 0.939
C -2.914 4.017 1.774
C -2.197 2.664 1.660
C -3.036 1.705 2.479
O -2.312 0.486 2.739
C -0.812 2.896 2.276
Se 0.663 1.651 1.941
C -2.123 2.294 0.155
Se -1.940 0.391 -0.369
H -2.710 5.772 0.911
H -3.959 3.891 1.473
H -2.900 4.348 2.819
H -3.964 1.487 1.949
H -3.283 2.134 3.451
H -2.066 0.163 1.832
H -0.860 3.027 3.357
H -0.397 3.806 1.849
H -1.304 2.827 -0.320
H -3.045 2.619 -0.324
C -1.293 0.706 -5.016
C -0.197 -0.195 -4.472
N 0.293 0.264 -3.159
C 1.387 0.896 -2.766
S 1.594 1.291 -1.070
N 2.367 1.329 -3.559
C 2.495 1.340 -5.027
C 3.150 0.082 -5.583
H -1.664 0.320 -5.967
H -0.921 1.722 -5.176
H -2.132 0.755 -4.318
H 0.621 -0.283 -5.169
H -0.581 -1.204 -4.316
H -0.386 0.165 -2.404
H 3.146 1.703 -3.042
H 3.102 2.210 -5.263
H 1.522 1.526 -5.467
H 4.180 -0.006 -5.230
H 3.171 0.114 -6.674
H 2.611 -0.818 -5.275
N -2.655 -1.806 4.077
C -2.340 -2.951 3.140
C -1.781 -2.500 1.798
N -0.445 -1.853 1.842
H -3.490 -2.002 4.623
H -2.803 -0.894 3.556
H -1.900 -1.638 4.737
H -3.272 -3.486 2.981
H -1.651 -3.614 3.658
H -2.487 -1.845 1.291
H -1.707 -3.396 1.183
H 0.270 -2.571 1.811
H -0.295 -1.338 2.707
```

***

[2]
Computed, not measured: C12H5AuNO9 as an isolated structure, with the ωB97M-V functional and the def2-TZVPD basis.

Summary:
HOMO (spin up / spin down), eV: -11.905 / -13.215
2S+1: 3
Total charge: +1
Energy above the lowest of the compared OMol25 structures with the same formula, charge and spin, eV: 0.285
HOMO-LUMO gap (spin up / spin down), eV: 7.175 / 8.092

Structure (XYZ):
```
28
C12H5AuNO9 (the ωB97M-V functional and the def2-TZVPD basis)
Au 1.256 -0.147 -1.667
O -2.052 -0.017 1.281
C -0.964 -0.225 0.597
O -0.929 -0.554 -0.580
C 0.300 -0.029 1.397
C 0.328 0.126 2.775
C 1.570 0.245 3.383
C 2.723 0.209 2.611
C 2.594 0.066 1.236
N 1.403 -0.042 0.672
C 3.736 0.012 0.235
O 4.976 0.060 0.679
O 3.534 -0.079 -0.955
H -2.860 -0.091 0.717
H -0.590 0.142 3.343
H 1.641 0.361 4.456
H 3.683 0.300 3.101
H 5.041 0.120 1.640
O -4.108 -0.264 -0.812
C -3.411 -0.067 -1.774
C -3.228 -1.127 -2.845
O -4.152 -1.776 -3.365
C -1.908 -1.467 -3.150
C -1.708 1.308 -2.947
O -0.793 1.353 -3.631
C -2.629 1.201 -1.885
O -2.615 2.110 -1.039
O -0.838 -1.730 -3.473
```

***

[3]
Computed, not measured: an isolated molecule of C5H11Cl at a distorted geometry, with the ωB97M-V functional and the def2-TZVPD basis.

Summary:
HOMO, eV: -10.380
Energy above the lowest of the compared OMol25 structures with the same formula, charge and spin, eV: 1.308
SMILES: CC[C@@H](C)CCl
HOMO-LUMO gap, eV: 11.384

Structure (XYZ):
```
17
C5H11Cl (the ωB97M-V functional and the def2-TZVPD basis)
C -0.388 2.054 0.080
C 0.035 0.728 -0.697
C -0.435 -0.478 0.107
C -0.391 -1.683 -0.713
C 0.555 -0.656 1.207
Cl 2.377 -0.826 0.634
H -1.420 2.389 -0.194
H 0.339 2.865 -0.198
H -0.244 2.046 1.170
H 1.074 0.669 -0.966
H -0.459 0.719 -1.633
H -1.380 -0.246 0.759
H -0.912 -1.626 -1.593
H -0.584 -2.722 -0.281
H 0.629 -2.016 -1.218
H 0.697 0.351 1.724
H 0.508 -1.566 1.811
```

***

| no. | energy (Ha) |
| --- | --- |
| 1 | -7397.0234 |
| 2 | -1327.5131 |
| 3 | -657.2519 |